DFT (ωB97M-V/def2-TZVPD) results for a molecular structure, C23H33ClN3O3 in a non-equilibrium geometry.

XYZ file:
```
63
Properties=species:S:1:pos:R:3:lowdin_charge:R:1
Cl 4.290 2.438 -0.905 0.6783
O -0.725 0.074 -2.894 -0.0916
O 1.936 -1.161 -3.320 0.0935
O 1.023 -1.480 -0.450 -0.0391
N 1.797 3.381 0.727 -0.0684
N 2.646 1.062 1.634 -0.2797
N -0.464 -3.040 -1.134 0.0302
C 2.790 0.673 -2.166 -0.0026
C -2.867 -0.529 -3.691 -0.0562
C 1.388 2.553 -1.412 -0.3262
C 2.673 1.976 -1.637 -0.4189
C 1.324 1.196 1.412 -0.3425
C 0.520 1.767 -1.747 -0.0621
C -2.041 0.439 -2.971 -0.3281
C 0.622 -2.259 -1.422 -0.4142
C -2.356 -0.692 1.929 0.0202
C -2.854 -1.820 1.369 -0.3225
C -3.622 -1.080 4.076 -0.0957
C 1.733 -0.082 -2.852 -0.3153
C -1.127 -3.091 0.070 -0.2262
C 1.012 2.420 1.536 -0.3160
C -4.302 -2.013 3.259 -0.0644
C 3.263 -0.183 1.063 -0.0240
C -2.606 -0.220 3.541 0.0846
C 1.310 3.682 -0.574 -0.2060
C 3.306 1.490 2.956 0.0676
C 0.925 -2.130 -2.755 -0.0442
C -2.301 -2.212 -0.023 -0.1596
C 0.514 0.606 -2.458 -0.1061
C -3.656 -2.604 2.151 -0.0523
H -3.863 -0.771 4.972 0.0392
H -2.223 -1.139 -0.399 0.1283
H -0.573 1.967 -1.613 0.1630
H -2.306 0.699 -1.955 0.1108
H 0.237 4.004 -0.692 0.1504
H -4.288 -3.388 1.691 0.1246
H 3.134 -0.903 1.868 0.0908
H 3.661 0.325 -2.397 0.0509
H -3.944 0.030 -3.776 0.1559
H -2.028 1.374 -3.599 0.1472
H 2.060 4.475 -0.922 0.1612
H -2.627 -0.573 -4.674 0.0388
H 0.070 -2.117 -3.610 0.1946
H -1.500 -4.146 0.227 0.1645
H -2.921 -1.472 -3.143 0.0727
H -0.517 -2.489 0.779 0.1418
H -1.433 -0.079 1.553 0.0989
H 0.905 0.400 2.490 0.2486
H -4.910 -2.598 4.000 0.1223
H 0.825 2.923 2.649 0.1883
H 4.394 -0.164 1.008 0.1153
H 4.544 1.507 2.677 0.2003
H 2.580 -0.599 0.210 0.0954
H 2.955 2.494 3.244 0.0979
H 1.051 0.409 0.568 0.1549
H 2.907 0.878 3.506 -0.0163
H -1.100 -3.604 -2.011 0.2787
H 1.797 4.196 1.471 0.1835
H -0.183 2.638 1.319 0.1905
H 1.524 -3.284 -3.127 0.2473
H -2.141 0.520 3.894 -0.0136
H -3.251 -2.608 -0.384 0.1165
H 3.015 1.936 0.865 0.1444
```

Summary:
Calculated total energy   -47497.99208 eV
Charge   +1
E_HOMO   -0.39301 Eh
Energy relative to the best compared isomer or geometry (same formula, charge and spin)   1793.47 kJ/mol

DFT (ωB97M-V/def2-TZVPD) results for a molecular structure, C27H24Cl5N7NiO6S2 in a non-equilibrium geometry.

XYZ file:
```
72
Properties=species:S:1:pos:R:3:lowdin_charge:R:1
Ni 0.100 -0.044 0.395 0.6563
Cl 2.828 5.041 -3.301 0.6788
Cl 0.220 3.910 -2.179 0.7879
Cl 2.625 -0.692 -0.933 0.8169
Cl 5.419 3.325 -3.288 0.6653
Cl 5.374 0.480 -2.027 0.6997
S -2.968 -0.907 1.885 0.6635
S 1.382 -0.096 2.436 0.6201
O -0.002 0.059 2.842 -0.2824
O -3.675 0.251 1.347 -0.3479
O 2.634 3.096 1.171 0.0647
O 1.788 -1.414 2.038 -0.2767
O 0.416 1.069 -1.300 -0.1661
O -3.719 -2.129 1.919 -0.2777
N -1.641 0.706 7.436 0.1047
N 0.062 -2.185 0.001 0.0583
N -1.439 1.676 0.611 -0.0749
N -2.166 4.277 -0.127 0.0253
N -1.138 -3.165 1.807 0.1391
N -1.643 -1.057 0.914 -0.1114
N 1.692 1.026 1.310 -0.1032
C -2.504 -0.434 3.544 -0.3048
C 2.798 3.447 -2.656 -0.7114
C 1.624 2.920 -2.149 -0.5715
C 0.582 -4.380 0.707 -0.0444
C 2.443 0.593 3.692 -0.1960
C 2.421 2.048 1.763 -0.5155
C -2.145 1.916 -0.641 -0.1896
C 3.775 2.564 3.933 0.0038
C 2.747 0.159 4.960 -0.0353
C -2.023 -1.373 4.435 -0.0592
C 3.930 1.397 -2.104 -0.7033
C -0.405 -4.248 1.671 -0.1108
C -2.667 0.883 3.928 -0.0830
C 0.803 -3.271 -0.097 -0.1457
C -3.030 3.162 -0.588 -0.0974
C -2.347 1.276 5.209 -0.0253
C 3.961 2.686 -2.646 -0.7237
C 4.116 2.126 5.208 -0.0635
C 1.516 1.592 -1.664 -0.4797
C -1.739 4.028 1.268 -0.0946
C 2.743 0.867 -1.646 -0.5756
C -1.705 -0.986 5.720 -0.0194
C -0.793 2.826 1.211 -0.1762
C 2.934 1.775 3.163 -0.1164
C 3.609 0.939 5.720 -0.0683
C -1.870 0.340 6.129 -0.3227
C -0.923 -2.172 0.944 -0.5116
H -2.615 5.187 -0.237 0.1827
H -1.422 2.017 -1.449 0.0692
H -2.759 1.033 -0.821 0.1285
H -2.476 2.304 5.514 0.1072
H -3.075 1.587 3.221 0.0965
H -1.908 -2.391 4.098 0.1063
H 3.879 0.620 6.717 0.1055
H -1.078 0.086 7.992 0.0902
H 1.173 -5.273 0.618 0.0958
H 2.312 -0.758 5.329 0.1202
H -1.234 4.908 1.668 0.1374
H -0.476 2.542 2.217 0.1243
H -2.121 1.263 1.252 0.0446
H 4.149 3.497 3.543 0.1203
H -3.860 3.030 0.110 0.1356
H -2.621 3.798 1.874 0.1316
H -1.527 1.688 7.629 0.0914
H -3.413 3.397 -1.582 0.1365
H 4.787 2.717 5.815 0.1053
H 1.581 -3.265 -0.851 0.0940
H -1.303 4.241 -0.727 0.0515
H -1.336 -1.712 6.430 0.1111
H -0.613 -5.035 2.384 0.1133
H 0.101 3.101 0.639 0.1020
```

Summary:
⟨S²⟩   2.00
Calculated total energy   -176429.51182 eV
Spin multiplicity   3
E_HOMO (spin up / spin down)   -0.27906 / -0.27915 Eh
Energy relative to the best compared isomer or geometry (same formula, charge and spin)   245.80 kJ/mol

DFT (ωB97M-V/def2-TZVPD) results for a molecular structure, C30H60N4O3P3PdSTe.

XYZ file:
```
103
Properties=species:S:1:pos:R:3:lowdin_charge:R:1
Te -0.749 2.064 -3.444 0.8918
Pd 0.052 0.873 -1.254 0.2260
S -0.473 5.079 -1.941 0.8915
P 1.984 0.255 -2.188 0.5059
P -0.134 0.064 1.132 1.1098
P -0.979 -2.288 -2.353 0.3113
O -0.017 -1.328 -2.965 -0.4168
O -1.737 -1.895 -1.123 -0.3348
O 2.504 -0.811 -1.298 -0.3447
N -0.123 -3.718 -2.136 -0.3070
N 2.240 -0.021 -3.809 -0.3505
N -2.163 -2.788 -3.466 -0.3079
N 2.979 1.622 -1.989 -0.3489
C -0.710 -4.786 -1.367 -0.1311
C 0.433 1.069 2.603 -0.4081
C 1.363 -0.067 -4.955 -0.2014
C 0.205 0.588 4.042 -0.2161
C 3.323 2.014 -0.644 -0.1435
C 0.386 -1.729 1.209 -0.4019
C -2.738 -0.134 2.528 -0.1900
C -0.434 -2.719 2.049 -0.1814
C -1.682 -3.185 -4.767 -0.1434
C -2.946 5.260 -1.385 -0.2303
C -2.999 1.194 3.242 -0.2018
C -1.993 -0.010 1.190 -0.4294
C -2.860 2.411 1.059 -0.1956
C -3.678 2.212 2.330 -0.2010
C -1.475 3.761 -2.412 -1.0251
C 2.360 -2.158 2.808 -0.1976
C 1.523 -3.191 3.562 -0.2017
C 2.790 2.765 -2.854 -0.1738
C -2.670 1.081 0.339 -0.2141
C 3.646 -0.097 -4.183 -0.1287
C -3.421 -2.077 -3.499 -0.1391
C 1.482 2.722 4.582 -0.2010
C 0.030 -2.868 3.495 -0.1977
C 1.301 -3.828 -2.355 -0.1219
C -2.769 4.014 -2.047 -0.2977
C 2.526 1.963 3.771 -0.1954
C 0.360 1.764 5.019 -0.1854
C 1.887 -1.999 1.369 -0.2053
C -1.778 5.948 -1.247 -0.4503
C 1.913 1.481 2.448 -0.2150
H -2.064 1.633 3.593 0.0741
H 4.263 -0.333 -3.319 0.0735
H 1.855 -3.267 4.602 0.1024
H -1.887 2.852 1.306 0.1116
H -1.778 -4.613 -1.250 0.0729
H -0.179 -1.957 4.062 0.0788
H 0.330 -0.158 -4.651 -0.0213
H 2.086 -2.941 0.842 0.1112
H 4.250 2.597 -0.653 0.0827
H 1.686 -4.175 3.107 0.1108
H 2.885 1.110 4.358 0.1079
H -0.541 -3.666 3.979 0.1073
H -3.607 1.013 4.134 0.1113
H -2.162 1.242 -0.618 0.0377
H 4.014 0.835 -4.633 0.0749
H 1.865 -3.837 -1.412 0.0684
H -2.415 -3.831 -5.263 0.0711
H -2.119 -0.930 0.615 0.0592
H 3.400 2.584 3.568 0.1074
H -3.566 3.312 -2.254 0.0949
H 1.493 0.820 -5.589 0.0691
H -3.713 -0.587 2.305 0.1212
H 2.503 0.655 2.047 0.0854
H -3.815 3.158 2.861 0.1050
H -0.168 1.978 2.476 0.0911
H -3.376 -1.168 -4.120 0.0760
H 1.968 2.278 1.711 0.0843
H -1.498 -2.489 1.993 0.0947
H 2.537 2.640 -0.210 0.0588
H -0.583 2.312 5.096 0.0985
H -2.235 -0.832 3.200 0.0830
H -3.895 5.627 -1.020 0.0940
H 1.602 -0.958 -5.546 0.0832
H 0.940 -0.176 4.287 0.0867
H 3.412 -2.456 2.813 0.1102
H 1.524 -4.755 -2.900 0.0719
H -1.485 -2.327 -5.429 0.0759
H 3.727 3.328 -2.926 0.0821
H -3.686 -1.783 -2.486 0.0622
H -0.752 -3.743 -4.654 0.0696
H -0.763 0.117 4.179 0.0763
H 3.460 1.131 -0.025 0.0615
H 2.322 -1.201 3.331 0.0769
H -0.561 -5.752 -1.867 0.0725
H 0.141 -1.964 0.171 0.0601
H 3.769 -0.896 -4.921 0.0784
H -1.638 6.909 -0.778 0.0515
H 1.928 3.210 5.452 0.1013
H 1.071 3.523 3.959 0.1116
H -0.264 -4.864 -0.364 0.0620
H -4.207 -2.721 -3.908 0.0702
H -4.678 1.855 2.056 0.1120
H -3.658 0.696 0.056 0.1271
H 2.469 -1.259 0.821 0.0674
H 2.488 2.444 -3.849 0.0444
H -0.330 -3.695 1.561 0.1032
H 0.573 1.371 6.017 0.1071
H 1.643 -2.968 -2.926 0.0604
H -3.347 3.124 0.395 0.0870
H 2.008 3.438 -2.478 0.0285
```

Summary:
Calculated total energy   -93668.40153 eV
Charge   -1
E_HOMO   -0.16189 Eh
Energy relative to the best compared isomer or geometry (same formula, charge and spin)   13.54 kJ/mol